{"formula": "C49H58As2Cl2N4O3SSeSi2W", "method": "ωB97M-V/def2-TZVPD", "homo_energy_ha": [-0.2490, -0.2490], "e_tot_ha": -11184.45226, "total_charge": 0, "gap_ev": [5.4, 5.4], "lumo_energy_ev": [-1.39, -1.39], "symbols": ["W", "C", "C", "As", "C", "C", "C", "C", "C", "C", "C", "C", "C", "C", "C", "C", "As", "C", "C", "C", "C", "C", "C", "C", "C", "C", "C", "C", "C", "H", "H", "H", "H", "H", "H", "H", "H", "H", "H", "H", "H", "H", "H", "H", "H", "H", "H", "H", "H", "H", "H", "H", "H", "C", "Si", "C", "C", "N", "C", "C", "C", "C", "C", "C", "N", "Si", "C", "C", "C", "H", "H", "H", "H", "H", "H", "H", "H", "H", "H", "H", "H", "H", "H", "H", "H", "H", "H", "H", "H", "H", "H", "C", "O", "H", "H", "H", "S", "C", "N", "C", "Se", "N", "C", "C", "C", "C", "C", "C", "H", "H", "H", "H", "H", "H", "H", "H", "Cl", "C", "Cl", "C", "O", "O", "H"], "coordinates": [[0.4050, 0.3171, -0.8608], [-0.9550, 2.3883, 1.8884], [-0.4014, 3.3107, 0.8102], [1.3625, 2.7368, 0.1323], [1.9188, 4.5714, -0.3423], [1.0403, 5.4458, -0.9680], [1.4414, 6.7373, -1.2805], [2.7292, 7.1621, -0.9881], [3.6072, 6.2919, -0.3559], [3.2003, 5.0062, -0.0301], [2.2611, 2.8492, 1.8944], [1.8755, 3.8487, 2.7817], [2.4448, 3.9420, 4.0423], [3.4175, 3.0322, 4.4408], [3.8357, 2.0538, 3.5531], [3.2695, 1.9734, 2.2854], [-1.5842, 0.6092, 1.2824], [-3.4691, 1.1421, 1.1143], [-3.8440, 2.3539, 0.5504], [-5.1864, 2.6569, 0.3466], [-6.1671, 1.7440, 0.7065], [-5.7991, 0.5223, 1.2596], [-4.4600, 0.2243, 1.4519], [-1.7622, -0.0493, 3.1369], [-2.4797, 0.7154, 4.0527], [-2.6112, 0.3053, 5.3712], [-2.0282, -0.8831, 5.7950], [-1.3186, -1.6557, 4.8883], [-1.1849, -1.2389, 3.5674], [-1.7803, 2.8751, 2.4013], [-0.1923, 2.1731, 2.6310], [-0.3013, 4.3216, 1.1892], [-1.0559, 3.3600, -0.0519], [0.0448, 5.1258, -1.2268], [0.7421, 7.4140, -1.7570], [3.0449, 8.1650, -1.2489], [4.6123, 6.6116, -0.1099], [3.8879, 4.3585, 0.4952], [1.1331, 4.5791, 2.4934], [2.1325, 4.7344, 4.7125], [3.8492, 3.0930, 5.4329], [4.5996, 1.3416, 3.8416], [3.6236, 1.2097, 1.6099], [-3.0916, 3.0833, 0.2746], [-5.4636, 3.6044, -0.0999], [-7.2136, 1.9838, 0.5594], [-6.5586, -0.2014, 1.5320], [-4.1772, -0.7267, 1.8857], [-2.9602, 1.6307, 3.7329], [-3.1744, 0.9141, 6.0684], [-2.1247, -1.1994, 6.8265], [-0.8623, -2.5883, 5.2030], [-0.6217, -1.8471, 2.8777], [4.7506, -0.0770, -3.1719], [3.9142, 0.1455, -1.5033], [4.9548, -0.7039, -0.1992], [4.1538, 1.9827, -1.2644], [2.2541, -0.4236, -1.3965], [1.9681, -1.4625, -2.3170], [2.9028, -2.4360, -2.6745], [2.7175, -3.2809, -3.7617], [1.5784, -3.1339, -4.5361], [0.5813, -2.2692, -4.1083], [0.6995, -1.5173, -2.9372], [-0.4055, -0.8794, -2.3258], [-1.9534, -1.6480, -2.6771], [-1.7957, -3.5238, -2.7186], [-2.7202, -1.0761, -4.2916], [-3.2678, -1.2889, -1.3922], [5.8114, -0.2955, -2.9940], [4.6898, 0.8534, -3.7415], [4.3452, -0.8753, -3.7920], [5.9135, -0.1836, -0.0833], [5.1739, -1.7385, -0.4840], [4.4586, -0.7380, 0.7755], [5.1560, 2.2142, -1.6436], [4.1284, 2.3003, -0.2266], [3.4475, 2.5858, -1.8361], [3.8175, -2.5084, -2.0953], [3.4749, -4.0123, -4.0144], [1.4422, -3.7044, -5.4464], [-0.3300, -2.1908, -4.6879], [-0.7739, -3.8578, -2.5434], [-2.1111, -3.9173, -3.6921], [-2.4253, -3.9737, -1.9464], [-2.0206, -1.0144, -5.1298], [-3.1992, -0.0986, -4.1882], [-3.5010, -1.7995, -4.5623], [-2.8667, -0.9411, -0.4462], [-3.8122, -2.2193, -1.1956], [-3.9987, -0.5504, -1.7343], [-2.0154, 1.7665, -2.2223], [-1.1066, 1.4117, -1.2083], [-3.0086, 1.4188, -1.9404], [-1.7251, 1.3123, -3.1684], [-2.0294, 2.8480, -2.3410], [1.2874, -0.1226, 1.3403], [-2.8171, -3.7318, 1.4616], [-1.6550, -4.5820, 1.2708], [-0.6734, -4.3207, 0.3780], [0.3693, -1.9578, 0.3888], [0.1782, -5.3668, 0.5093], [-0.2315, -6.2801, 1.4834], [0.3040, -7.4645, 1.9645], [-0.3990, -8.1147, 2.9680], [-1.5953, -7.5940, 3.4729], [-2.1285, -6.4095, 2.9847], [-1.4252, -5.7687, 1.9755], [-2.6157, -2.7740, 0.9893], [-2.9942, -3.5710, 2.5263], [-3.7034, -4.1794, 1.0108], [1.0348, -5.4151, -0.0136], [1.2336, -7.8638, 1.5779], [-0.0136, -9.0429, 3.3703], [-2.1148, -8.1289, 4.2588], [-3.0496, -5.9997, 3.3831], [2.1956, 1.1705, -5.2544], [1.0068, 2.3722, -4.7449], [-0.5429, 2.1091, -5.5836], [0.7396, 2.3759, -3.2333], [0.3202, 3.4075, -2.7449], [1.0012, 1.2793, -2.6306], [1.3707, 3.3444, -5.0445]], "mulliken_charge": [-0.31, -2.25, -1.50, 1.15, 1.26, -0.53, -0.84, -0.68, -0.77, -0.40, 0.95, -0.76, -0.78, -0.73, -0.77, -0.75, 2.67, 0.56, -0.68, -0.77, -0.75, -0.67, -0.30, 0.91, -0.73, -0.85, -0.67, -0.91, -0.29, 0.78, 0.68, 1.23, 0.51, 0.12, 0.44, 0.39, 0.44, 0.28, 0.34, 0.45, 0.39, 0.46, 0.11, 0.16, 0.46, 0.38, 0.45, 0.29, 0.21, 0.43, 0.40, 0.51, 0.13, -1.22, 0.71, -1.37, -0.78, 0.37, 0.31, -0.67, -0.94, -1.21, -0.54, 0.59, 0.89, 0.58, -1.17, -1.49, -0.57, 0.32, 0.33, 0.37, 0.39, 0.41, 0.21, 0.66, -0.12, 0.21, 0.40, 0.46, 0.43, 0.29, 0.17, 0.38, 0.51, 0.40, 0.37, 0.41, -0.99, 0.68, 0.44, -0.99, 1.88, 0.23, -0.38, 0.31, -0.40, -0.87, 0.69, -0.99, 0.63, 0.14, 0.34, -0.88, -0.46, -0.68, -0.69, 0.80, -0.30, 0.43, 0.51, 0.18, 0.41, 0.38, 0.39, 0.41, -0.16, -0.08, -0.19, -0.19, -0.44, -0.67, 0.55]}